Model one:
{"formula": "C21H24N2O3", "method": "wB97M-V/def2-TZVPD", "smiles": "COc1ccccc1CNC(=O)[C@@H]1CC(=O)N(c2ccc(C)c(C)c2)C1", "lumo_energy_ev": 0.59, "homo_ev": -8.00, "species": ["C", "O", "C", "C", "C", "C", "C", "C", "C", "N", "C", "O", "C", "C", "C", "O", "N", "C", "C", "C", "C", "C", "C", "C", "C", "C", "H", "H", "H", "H", "H", "H", "H", "H", "H", "H", "H", "H", "H", "H", "H", "H", "H", "H", "H", "H", "H", "H", "H", "H"], "coordinates": [[-0.817, 4.516, -3.312], [0.291, 3.811, -2.805], [0.749, 4.123, -1.549], [0.161, 5.066, -0.718], [0.685, 5.305, 0.542], [1.792, 4.606, 0.983], [2.379, 3.664, 0.155], [1.879, 3.416, -1.111], [2.516, 2.384, -2.009], [1.571, 1.353, -2.389], [1.426, 0.215, -1.682], [2.210, -0.160, -0.838], [0.193, -0.598, -2.107], [-1.102, 0.160, -1.818], [-1.559, -0.364, -0.461], [-2.417, 0.154, 0.218], [-0.863, -1.498, -0.193], [-0.985, -2.295, 0.956], [-1.560, -1.801, 2.122], [-1.659, -2.612, 3.236], [-1.194, -3.919, 3.234], [-1.311, -4.773, 4.459], [-0.615, -4.419, 2.065], [-0.100, -5.826, 2.012], [-0.519, -3.607, 0.946], [0.062, -1.860, -1.252], [-0.980, 4.127, -4.316], [-1.713, 4.345, -2.708], [-0.617, 5.590, -3.372], [-0.708, 5.619, -1.037], [0.215, 6.040, 1.178], [2.194, 4.787, 1.968], [3.239, 3.107, 0.494], [3.339, 1.893, -1.488], [2.887, 2.859, -2.923], [0.830, 1.660, -3.000], [0.303, -0.841, -3.167], [-0.988, 1.243, -1.770], [-1.880, -0.068, -2.551], [-1.932, -0.792, 2.155], [-2.107, -2.213, 4.134], [-1.780, -4.219, 5.268], [-1.908, -5.661, 4.255], [-0.327, -5.105, 4.792], [0.677, -5.977, 2.762], [-0.901, -6.535, 2.220], [0.317, -6.051, 1.034], [-0.073, -4.019, 0.053], [1.032, -2.130, -0.824], [-0.332, -2.698, -1.839]]}

***

Model two:
{"formula": "C21H24N2O3", "method": "wB97M-V/def2-TZVPD", "smiles": "O=C(CCC1=CCCN(CCCc2ccc3ccccc3c2)C1=O)NO", "lumo_energy_ev": 0.25, "homo_ev": -8.22, "species": ["O", "C", "C", "C", "C", "C", "C", "C", "N", "C", "C", "C", "C", "C", "C", "C", "C", "C", "C", "C", "C", "C", "C", "O", "N", "O", "H", "H", "H", "H", "H", "H", "H", "H", "H", "H", "H", "H", "H", "H", "H", "H", "H", "H", "H", "H", "H", "H", "H", "H"], "coordinates": [[4.665, -4.078, -4.286], [4.493, -3.733, -3.102], [3.150, -2.948, -2.729], [3.285, -1.449, -2.986], [2.163, -0.562, -2.593], [1.235, -0.081, -3.567], [0.142, 0.862, -3.183], [0.365, 1.384, -1.708], [0.901, 0.489, -0.708], [0.611, 0.648, 0.709], [0.841, 1.969, 1.438], [0.196, 1.694, 2.882], [-1.257, 1.269, 2.936], [-1.626, -0.008, 3.402], [-3.009, -0.444, 3.290], [-3.927, 0.448, 2.767], [-5.334, 0.056, 2.833], [-6.335, 1.009, 2.393], [-5.975, 2.367, 2.057], [-4.683, 2.725, 2.223], [-3.579, 1.818, 2.494], [-2.194, 2.121, 2.488], [1.917, -0.358, -1.176], [2.409, -1.145, -0.327], [5.470, -4.147, -2.153], [6.645, -4.643, -2.749], [2.269, -3.369, -3.330], [3.069, -3.095, -1.654], [4.074, -0.986, -2.527], [3.487, -1.508, -4.082], [1.426, -0.586, -4.507], [-0.760, 0.324, -3.259], [0.096, 1.780, -3.828], [-0.589, 1.915, -1.374], [1.079, 2.167, -1.769], [1.147, -0.125, 1.303], [-0.439, 0.471, 0.740], [1.804, 2.289, 1.518], [0.253, 2.751, 0.961], [0.302, 2.513, 3.610], [0.821, 0.856, 3.385], [-1.043, -0.718, 3.846], [-3.401, -1.337, 3.702], [-5.758, -0.758, 3.431], [-7.312, 0.715, 2.323], [-6.792, 3.058, 1.683], [-4.406, 3.762, 2.040], [-1.906, 3.082, 2.097], [5.515, -3.746, -1.248], [6.490, -4.718, -3.707]]}

***

Question: of the structures shown, which is the most stable? Reply: model one.